Formula: C32H74BrN13O29
Source: the Open Molecules 2025 dataset
Level of theory: ωB97M-V with the def2-TZVPD basis set

Atoms and positions in Å:
C  -7.72304  -9.97688  -0.28851
C  -6.26324  -9.98594  0.02519
O  -5.70540  -10.75559  0.87528
O  -5.58906  -9.06262  -0.71145
C  -4.30018  -8.67449  -0.22176
C  -3.95132  -7.29913  -0.77355
C  -3.24061  -6.46181  0.27237
C  -2.47405  -5.26508  -0.26524
C  -1.49102  -5.59608  -1.39617
C  -0.14946  -4.87773  -1.29796
C  -0.11977  -3.51219  -1.99910
C  0.05296  -2.38062  -1.01908
O  -0.44977  -1.15276  -1.56218
C  0.47572  -0.23507  -1.92063
O  1.61430  -0.50762  -2.40379
N  -0.06177  1.08229  -1.75922
C  -1.08503  1.30941  -2.81135
C  -2.41469  0.63298  -2.47138
C  -3.47345  1.61554  -1.99847
Br  -3.04392  -0.24756  -4.08462
O  1.02895  1.95829  -2.00795
C  0.78633  3.26238  -1.52299
C  0.59121  3.40052  -0.02150
C  -0.87391  3.24222  0.38971
C  1.13279  4.75358  0.47195
C  1.14928  4.75376  2.01124
C  2.52699  5.08906  -0.03015
H  -8.19072  -10.76932  0.27000
H  -8.16986  -9.02237  -0.05234
H  -7.88073  -10.14591  -1.34715
H  -4.30291  -8.66479  0.86042
H  -3.56673  -9.40663  -0.53443
H  -4.88321  -6.83921  -1.07631
H  -3.34297  -7.43661  -1.65705
H  -4.00101  -6.10465  0.95912
H  -2.57621  -7.08402  0.86527
H  -3.19234  -4.52322  -0.60376
H  -1.92522  -4.81392  0.55237
H  -1.94845  -5.31854  -2.33941
H  -1.33483  -6.66696  -1.43907
H  0.11989  -4.74705  -0.25305
H  0.61848  -5.51630  -1.71656
H  -1.05556  -3.36797  -2.52569
H  0.67831  -3.49606  -2.73157
H  -0.53897  -2.60745  -0.14292
H  1.08682  -2.28786  -0.71213
H  -0.69558  0.95565  -3.75963
H  -1.26592  2.36658  -2.93233
H  -2.26390  -0.08789  -1.69053
H  -3.40746  2.55709  -2.52314
H  -4.45373  1.17864  -2.12534
H  -3.32980  1.78339  -0.93734
H  1.66043  3.79776  -1.85182
H  -0.05521  3.71983  -2.04251
H  1.18082  2.61640  0.44619
H  -1.14634  3.91618  1.18756
H  -1.08641  2.21869  0.66670
H  -1.51814  3.47345  -0.45147
H  0.43039  5.52407  0.16224
H  0.26378  5.18677  2.44954
H  2.00153  5.33653  2.34073
H  1.29528  3.73854  2.35004
H  3.24304  4.35028  0.30583
H  2.82526  6.04927  0.37608
H  2.57899  5.20498  -1.10339
C  1.79041  1.73135  5.06867
N  0.63496  2.54301  4.60995
O  -0.02298  2.12172  3.68900
O  0.45761  3.60975  5.15390
H  1.80160  0.81222  4.49687
H  2.68609  2.31563  4.87479
H  1.65603  1.53740  6.12791
C  6.73225  2.27796  -0.05689
N  5.77306  2.19705  1.07717
O  6.09916  1.57594  2.05870
O  4.71547  2.77074  0.93731
H  7.62246  1.72455  0.21228
H  6.24027  1.85008  -0.92431
H  6.94802  3.32846  -0.22187
C  -4.34165  -2.21552  2.02977
N  -4.62707  -3.61078  2.45626
O  -3.77800  -4.19211  3.09782
O  -5.68811  -4.08683  2.13301
H  -3.36036  -1.95099  2.39173
H  -4.38314  -2.19027  0.94544
H  -5.10842  -1.57772  2.45792
C  -0.21818  -3.85927  3.70479
N  -0.89400  -2.65994  3.14629
O  -1.23697  -2.69102  1.98387
O  -1.08266  -1.73186  3.89067
H  -0.13639  -4.59976  2.91926
H  0.75679  -3.54350  4.06234
H  -0.83257  -4.21637  4.52458
C  -2.80464  -3.23338  -7.67548
N  -3.08372  -1.85973  -7.19232
O  -4.16334  -1.60739  -6.71067
O  -2.16802  -1.07272  -7.26672
H  -3.68836  -3.84518  -7.54506
H  -2.51985  -3.16246  -8.71984
H  -1.97960  -3.58428  -7.06661
C  5.26272  4.46004  3.41920
N  5.63851  3.41130  4.39861
O  6.77717  3.35526  4.78933
O  4.74962  2.66259  4.74366
H  6.14012  5.05562  3.20051
H  4.89354  3.95052  2.53186
H  4.48608  5.06208  3.87666
C  -10.67542  -13.47528  -1.13026
N  -10.41739  -12.02299  -1.32341
O  -10.64025  -11.27917  -0.39804
O  -9.99091  -11.68398  -2.40201
H  -11.04729  -13.62295  -0.12474
H  -11.40516  -13.77453  -1.87509
H  -9.73506  -13.99277  -1.28881
C  3.47507  8.83696  5.56240
N  4.25802  7.76666  4.89094
O  5.07161  8.08841  4.05758
O  4.03002  6.62586  5.22262
H  3.79336  9.79032  5.16075
H  2.42707  8.64270  5.35889
H  3.67688  8.76189  6.62572
C  8.38363  9.00666  3.43904
N  8.49096  10.49010  3.51937
O  7.71815  11.07396  4.24328
O  9.34959  11.02293  2.85583
H  7.57390  8.69456  4.08553
H  8.18678  8.74704  2.40460
H  9.33446  8.59464  3.75869
C  12.87933  10.14248  1.89246
N  12.16662  8.95938  1.33962
O  11.17884  8.57788  1.92122
O  12.61845  8.46475  0.33586
H  12.35003  10.47322  2.77674
H  13.89304  9.83021  2.12064
H  12.87935  10.90561  1.12171
C  -6.54362  3.74988  -4.44230
N  -5.39779  4.25811  -3.64204
O  -4.42778  4.66730  -4.23521
O  -5.50706  4.21438  -2.43960
H  -6.29458  3.84738  -5.49087
H  -6.69392  2.71202  -4.16341
H  -7.41073  4.34613  -4.17836
C  1.14393  -2.10834  -5.18569
N  1.01366  -3.12621  -6.26625
O  0.01114  -3.80831  -6.28175
O  1.91158  -3.20477  -7.06536
H  0.26285  -2.15831  -4.55845
H  2.04555  -2.34261  -4.62949
H  1.23261  -1.13974  -5.66599

Cartesian forces (eV/Å) of the 3 atoms listed first:
0.3457 -0.4207 -0.0883
2.3136 -2.0767 2.3276
-1.9378 3.0600 -3.1438

Summary:
- HOMO level: -0.341 Ha
- Net charge: 0
- Kohn-Sham gap: 0.334 Eh
- F_max: 0.0933 hartree/bohr

These are the Löwdin partial charges, in e, on atoms 1 to 8: C 0.01; C -0.45; O 0.04; O -0.01; C -0.17; C -0.16; C -0.21; C -0.20